Record 1
{
  "formula": "C26H35FNO18PS5",
  "method": "ωB97M-V with the def2-TZVPD basis set",
  "symbols": ["C", "C", "C", "C", "C", "C", "F", "C", "C", "N", "C", "C", "C", "O", "C", "P", "S", "C", "C", "C", "C", "C", "C", "O", "H", "H", "H", "H", "H", "H", "H", "H", "H", "H", "H", "H", "H", "H", "H", "H", "H", "H", "H", "O", "S", "O", "O", "C", "C", "O", "H", "H", "H", "H", "O", "S", "O", "O", "C", "C", "O", "H", "H", "H", "H", "O", "S", "O", "O", "C", "C", "O", "H", "H", "H", "H", "O", "S", "O", "O", "C", "C", "O", "H", "H", "H", "H"],
  "xyz": [[-0.55, -2.01, 3.25], [-0.34, -1.27, 2.32], [-0.34, -0.39, 1.08], [0.78, -0.41, 0.14], [2.01, -1.38, 0.34], [2.09, -2.31, -0.96], [1.96, -3.69, -0.59], [0.81, 0.46, -1.04], [-0.34, 1.35, -1.28], [-0.32, 2.22, -2.45], [-1.47, 1.33, -0.35], [-1.48, 0.48, 0.85], [-2.74, 0.55, 1.78], [-2.69, 0.38, 2.97], [-4.09, 0.80, 1.02], [-5.61, -0.01, 1.73], [-6.86, 1.43, 2.22], [-4.10, 1.57, -0.11], [-5.36, 1.85, -0.98], [-5.97, 0.58, -1.73], [-7.45, 0.24, -1.21], [-5.05, -0.69, -1.75], [-2.74, 2.21, -0.58], [-2.68, 3.33, -1.04], [-0.58, -2.68, 4.12], [1.76, -2.07, 1.18], [2.96, -0.80, 0.48], [3.09, -2.14, -1.43], [1.25, -2.12, -1.67], [1.68, 0.40, -1.72], [-0.21, 3.18, -2.08], [0.59, 2.02, -2.88], [-5.22, -0.61, 2.97], [-6.20, -0.97, 0.88], [-6.16, 2.41, -0.42], [-5.03, 2.56, -1.80], [-6.12, 0.88, -2.81], [-8.17, 0.35, -2.06], [-7.78, 0.98, -0.44], [-7.53, -0.79, -0.78], [-5.54, -1.44, -2.44], [-4.02, -0.50, -2.15], [-4.94, -1.21, -0.77], [6.02, 2.02, -0.53], [5.67, 0.67, -0.79], [4.44, 0.30, -1.39], [5.86, -0.17, 0.57], [6.80, -1.23, 0.35], [7.72, -0.73, -0.74], [6.87, -0.01, -1.63], [6.24, -2.11, 0.02], [7.33, -1.46, 1.27], [8.23, -1.54, -1.26], [8.46, -0.03, -0.34], [-4.22, 5.00, -7.22], [-4.63, 4.65, -5.91], [-5.99, 4.41, -5.57], [-4.02, 5.73, -4.88], [-3.20, 5.07, -3.91], [-2.67, 3.84, -4.61], [-3.75, 3.38, -5.42], [-3.83, 4.80, -3.06], [-2.41, 5.74, -3.57], [-2.35, 3.07, -3.91], [-1.84, 4.09, -5.28], [4.03, -5.73, 4.75], [3.64, -6.60, 3.70], [3.66, -8.01, 3.82], [4.47, -6.19, 2.37], [3.56, -5.85, 1.32], [2.32, -5.32, 2.02], [2.18, -6.15, 3.18], [3.34, -6.75, 0.75], [4.00, -5.10, 0.66], [1.43, -5.38, 1.40], [2.46, -4.29, 2.36], [4.57, 0.14, 1.89], [3.48, 0.96, 2.34], [2.40, 1.31, 1.50], [4.10, 2.30, 2.99], [3.66, 2.42, 4.35], [3.44, 1.00, 4.83], [2.88, 0.32, 3.70], [2.73, 2.99, 4.36], [4.41, 2.95, 4.95], [2.77, 0.94, 5.68], [4.39, 0.52, 5.07]],
  "relative_energy_kcal_mol": 50.4,
  "smiles": "C#Cc1c(CCF)cc(N)c2c1C(=O)C([PH2]=S)=C(CC(C)C)C2=O.O=S1(=O)OCCO1.O=S1(=O)OCCO1.O=S1(=O)OCCO1.O=S1(=O)OCCO1",
  "energy_ha": -4852.66290,
  "fmax_ha_per_bohr": 0.120,
  "charge": 0,
  "homo_energy_ev": -8.53
}

Record 2
{
  "formula": "C26H35N4O3RhS2",
  "method": "ωB97M-V with the def2-TZVPD basis set",
  "symbols": ["Rh", "C", "C", "S", "C", "C", "S", "H", "H", "H", "H", "H", "H", "C", "C", "O", "N", "C", "C", "C", "C", "C", "C", "N", "H", "H", "H", "H", "H", "H", "H", "H", "H", "H", "C", "N", "N", "C", "O", "C", "C", "C", "C", "C", "C", "C", "C", "C", "H", "H", "H", "H", "H", "H", "H", "H", "H", "H", "H", "H", "C", "C", "C", "O", "H", "H", "H", "H", "H", "H", "H"],
  "xyz": [[-1.53, -0.37, -2.10], [-5.46, -2.13, -0.26], [-4.21, -1.34, -0.57], [-4.01, -0.73, -2.09], [-3.27, -1.25, 0.42], [-3.68, -1.83, 1.73], [-1.73, -0.58, 0.26], [-6.10, -2.19, -1.11], [-6.05, -1.69, 0.60], [-5.18, -3.15, 0.07], [-4.60, -1.45, 2.17], [-2.85, -1.82, 2.45], [-3.82, -2.89, 1.56], [3.21, 0.06, -3.95], [2.66, -1.16, -3.36], [3.16, -2.25, -3.58], [1.69, -1.02, -2.45], [0.95, -2.17, -2.01], [0.11, -2.69, -3.23], [0.66, -3.54, -4.17], [-0.07, -3.88, -5.32], [-1.36, -3.43, -5.35], [-1.90, -2.53, -4.38], [-1.13, -2.15, -3.30], [3.74, -0.12, -4.89], [3.80, 0.62, -3.22], [2.36, 0.66, -4.25], [1.18, -0.13, -2.46], [0.24, -1.95, -1.23], [1.65, -3.01, -1.73], [1.69, -3.91, -3.96], [0.44, -4.59, -5.98], [-2.05, -3.79, -6.11], [-2.86, -2.02, -4.46], [2.15, 1.04, 1.90], [1.98, 0.35, 3.16], [0.75, 0.75, 3.68], [0.05, -0.38, 4.17], [-1.00, -0.24, 4.81], [0.89, -1.50, 3.79], [2.00, -1.01, 3.13], [3.23, -1.76, 2.54], [0.79, 2.10, 4.28], [1.85, 2.52, 5.13], [1.84, 3.81, 5.61], [0.92, 4.69, 5.16], [-0.06, 4.30, 4.24], [-0.21, 3.00, 3.93], [2.29, 2.10, 2.15], [1.29, 0.86, 1.23], [3.10, 0.65, 1.53], [0.63, -2.46, 4.25], [3.14, -1.80, 1.45], [3.39, -2.74, 3.00], [4.10, -1.15, 2.72], [2.64, 1.78, 5.19], [2.66, 4.17, 6.23], [1.09, 5.75, 5.51], [-0.79, 5.05, 3.99], [-1.10, 2.65, 3.30], [0.16, 3.47, -2.85], [-0.64, 2.46, -2.06], [-0.52, 2.75, -0.54], [-0.20, 1.11, -2.38], [-0.16, 4.50, -2.66], [-0.02, 3.38, -3.93], [1.22, 3.25, -2.60], [-1.82, 2.50, -2.24], [0.46, 2.38, -0.23], [-1.28, 2.23, 0.04], [-0.52, 3.89, -0.38]],
  "multiplicity": 5,
  "relative_energy_kcal_mol": 47.1,
  "energy_ha": -2363.28508,
  "fmax_ha_per_bohr": 0.064,
  "charge": 0,
  "homo_energy_ev": [-7.26, -8.32]
}

Record 3
{
  "formula": "C26H35PReSe2Si",
  "method": "ωB97M-V with the def2-TZVPD basis set",
  "symbols": ["Re", "C", "C", "C", "C", "C", "C", "C", "C", "C", "C", "H", "H", "H", "H", "H", "H", "H", "H", "H", "H", "H", "H", "H", "H", "Se", "P", "Se", "C", "C", "C", "C", "C", "C", "C", "C", "C", "C", "C", "C", "H", "H", "H", "H", "H", "H", "H", "H", "H", "H", "C", "Si", "C", "C", "C", "H", "H", "H", "H", "H", "H", "H", "H", "H", "H", "H"],
  "xyz": [[1.27, 1.70, -0.02], [2.68, 0.00, -3.23], [3.52, 1.24, -2.90], [3.09, 2.42, -3.76], [3.51, 1.53, -1.42], [3.89, 0.54, -0.49], [3.84, 0.75, 0.87], [3.39, 1.96, 1.42], [3.37, 2.20, 2.90], [3.06, 2.99, 0.51], [3.13, 2.78, -0.90], [2.70, -0.19, -4.30], [1.64, 0.17, -2.93], [3.04, -0.90, -2.73], [4.57, 0.99, -3.14], [2.06, 2.70, -3.56], [3.16, 2.15, -4.81], [3.73, 3.29, -3.61], [4.26, -0.41, -0.87], [4.17, -0.03, 1.55], [4.37, 2.50, 3.23], [3.10, 1.30, 3.44], [2.69, 3.01, 3.16], [2.84, 3.98, 0.88], [2.95, 3.61, -1.56], [-0.16, 0.27, 1.29], [-1.91, 0.44, -0.31], [-0.52, 1.69, -1.60], [-2.51, -0.97, -1.20], [-1.63, -1.44, -2.19], [-2.01, -2.48, -3.02], [-3.26, -3.06, -2.87], [-4.11, -2.64, -1.85], [-3.74, -1.61, -1.01], [-3.10, 1.52, 0.51], [-2.58, 2.71, 1.03], [-3.40, 3.60, 1.70], [-4.75, 3.31, 1.86], [-5.27, 2.13, 1.35], [-4.46, 1.24, 0.67], [-0.66, -0.98, -2.32], [-1.33, -2.83, -3.79], [-3.57, -3.86, -3.54], [-5.07, -3.12, -1.71], [-4.40, -1.36, -0.20], [-1.54, 2.96, 0.89], [-2.99, 4.52, 2.09], [-5.39, 4.01, 2.37], [-6.32, 1.91, 1.47], [-4.91, 0.35, 0.28], [0.05, -2.22, 3.77], [-0.05, -2.88, 2.05], [-1.81, -3.10, 1.48], [1.08, -4.31, 1.75], [0.62, -1.49, 0.88], [-0.37, -2.93, 4.49], [-0.51, -1.28, 3.89], [1.09, -2.04, 4.07], [-2.32, -3.90, 2.04], [-1.86, -3.36, 0.42], [-2.38, -2.18, 1.64], [0.77, -5.19, 2.32], [2.09, -4.06, 2.06], [1.10, -4.60, 0.70], [0.39, -1.70, -0.17], [1.69, -1.36, 0.98]],
  "multiplicity": 2,
  "relative_energy_kcal_mol": 54.2,
  "energy_ha": -6523.17827,
  "fmax_ha_per_bohr": 0.054,
  "charge": 2,
  "homo_energy_ev": [-14.26, -14.25]
}